Entry 1:
Formula: C36H40N5OSiSr
Source: the OMol25 dataset
Level of theory: ωB97M-V/def2-TZVPD

Output
Energy above the lowest of the compared OMol25 structures with the same formula, charge and spin ... 140.7 kJ/mol
Total charge ... -1
E_HOMO (spin up / spin down) ... -0.1105 / -0.1162 Eh
Max |F| ... 2.23 eV Å⁻¹
LUMO (spin up / spin down) ... 2.2 / 2.2 eV

Each line ends with the Mulliken charge.
Cartesian coordinates (Å):
Sr 0.53732 0.74895 0.28971  1.790
Si 2.63413 2.55050 1.26362  0.307
O -4.02764 -0.20038 0.69523  -0.694
N 0.34845 -1.45837 -0.52373  -1.116
N -1.70498 1.93688 -1.96111  -0.912
N -0.76828 1.97449 2.00539  -0.426
N -1.57094 1.86115 -0.63807  0.558
N -2.56136 -0.26372 -1.83732  0.081
C 2.26685 -4.73299 -3.43075  -0.796
C 4.18753 3.56733 1.49464  -1.312
C 1.68097 0.25579 4.11336  -1.163
C 1.97796 -2.52736 -4.32854  -0.862
C 1.51495 2.76534 2.79935  1.712
C 0.57511 0.53237 3.29549  1.199
C -0.70239 -3.64568 1.12891  -0.420
C -1.11319 3.15391 1.36107  0.689
C 3.21078 0.75399 0.82696  -0.981
C -1.54194 3.09258 -0.00628  0.243
C -2.81853 -1.55072 -3.84649  -0.815
C 1.81588 3.35963 -0.26506  -1.102
C 3.47130 0.65531 -0.69706  -0.969
C 0.99308 -3.08849 -2.19495  0.542
C 2.51936 1.31425 4.54348  -0.330
C -3.28774 -0.69891 2.91268  -1.474
C -1.95437 0.67672 -3.96402  -0.575
C -2.22070 -5.46081 -0.30725  -0.812
C -1.09944 4.40178 1.99548  -0.457
C 0.25340 -2.62755 -0.95322  -1.700
C -1.87720 4.29435 -0.65549  -0.768
C -1.53936 -4.52612 1.79488  -0.580
C -2.30710 -5.43556 1.07729  -0.434
C 2.49912 -3.81191 -4.44134  -0.360
C 2.38334 2.55799 4.01117  -1.476
C 1.24130 -2.17048 -3.21138  -0.269
C 1.51061 -4.37477 -2.32087  -0.052
C -2.90920 -1.37727 -2.47891  -0.267
C -1.43394 5.57123 1.33073  -0.815
C -2.33318 -0.47630 -4.60059  -0.318
C 0.31627 1.81316 2.77332  -1.945
C -2.06358 0.76194 -2.55346  -0.015
C -3.03817 -0.89390 1.43325  1.302
C -1.36311 -4.59091 -0.96836  -0.105
C -1.81500 5.51361 -0.00717  -0.655
C -0.59941 -3.66763 -0.25882  1.020
H 4.81718 3.16210 2.28779  0.343
H 1.44017 4.32100 0.10178  0.108
H -0.85299 4.43143 3.05093  0.570
H 4.37869 1.21165 -0.93907  0.396
H 2.66510 -0.12153 1.19795  0.498
H 4.76672 3.60190 0.56953  0.347
H -2.19444 4.22885 -1.68636  0.435
H -0.12861 -2.90271 1.67044  0.324
H 4.16913 0.72086 1.35113  0.532
H 3.59246 -0.37226 -1.03589  0.326
H 1.32531 -5.10187 -1.53867  0.444
H -1.60794 -4.49311 2.87566  0.395
H 2.96249 3.39570 4.38105  0.449
H 3.92148 4.59149 1.76565  0.325
H -3.62297 -0.01306 -0.17710  0.377
H 0.83797 -1.17152 -3.10280  0.538
H -2.08808 6.41925 -0.53603  0.391
H 3.08050 -4.09153 -5.31167  0.379
H -1.57273 1.53462 -4.50171  0.431
H -3.11852 -2.48209 -4.30658  0.409
H -4.30649 -1.00003 3.16681  0.420
H -0.19421 -0.22181 3.14789  0.255
H 1.19000 3.80547 2.72859  0.414
H -1.42198 6.51647 1.86034  0.388
H -2.59286 -1.30047 3.50549  0.258
H -2.97470 -6.11383 1.59440  0.384
H 2.67356 -5.73466 -3.50544  0.383
H 1.81589 -0.73859 4.51800  0.439
H -1.30165 -4.61149 -2.05032  0.449
H 3.22308 1.13957 5.34990  0.381
H 2.67862 1.11218 -1.30094  0.240
H 2.14413 -1.80335 -5.11785  0.391
H -3.30027 -2.17227 -1.84951  0.438
H -3.04768 -1.96346 1.18206  0.142
H -2.82686 -6.15585 -0.87610  0.370
H -2.04770 -0.50652 1.17028  -0.509
H -3.15288 0.35050 3.17827  0.259
H 0.99515 2.97193 -0.88067  0.624
H 2.63651 3.58057 -0.95474  0.423
H -2.24755 -0.55696 -5.67830  0.364

Entry 2:
Formula: C36H40OP2Pb
Source: the OMol25 dataset
Level of theory: ωB97M-V/def2-TZVPD

Output
Total charge ... +2
E_HOMO (spin up / spin down) ... -0.5057 / -0.5073 Eh
Max |F| ... 2.72 eV Å⁻¹
LUMO (spin up / spin down) ... -9.3 / -8.6 eV

Each line ends with the Mulliken charge.
Cartesian coordinates (Å):
Pb 0.80550 -1.40556 2.10499  1.081
P 1.21529 1.17969 0.84130  0.258
P -1.62605 -1.13585 0.76254  0.627
O 1.17562 -0.00584 3.78899  -0.593
C -5.93574 -0.47525 2.23689  -0.548
C 0.38909 -1.01513 -4.63769  -1.178
C -1.25367 -1.88197 3.31622  -1.384
C -0.20236 1.13842 -0.23310  -0.688
C -1.74714 -2.98203 -1.33701  -0.525
C -4.39493 -1.73257 0.83525  -0.366
C 0.17614 2.39907 -3.41118  -1.633
C -0.70140 -0.94987 -3.63554  -0.560
C -3.65888 0.30411 1.94784  -0.566
C 1.76628 4.22245 3.49552  -0.578
C -1.34757 -4.14852 -2.00930  -0.831
C 5.39526 -0.44081 -0.28374  -0.581
C -1.03430 1.54201 -3.87098  -1.273
C -3.36562 -0.84610 1.17906  0.484
C 1.57923 2.96586 2.93183  -0.385
C -4.92625 0.45708 2.50781  -0.674
C -1.28718 0.29794 -0.23236  -0.927
C 1.39121 2.84043 1.53981  0.214
C 1.28633 1.71120 -2.67280  -0.318
C 3.96323 1.46877 0.18079  -0.490
C -0.88607 -5.25327 -1.27786  -0.597
C 1.76926 0.52913 -3.06438  -0.028
C -1.49378 -2.82639 0.02909  0.935
C -5.67170 -1.55421 1.38352  -0.611
C 1.27031 3.99792 0.74970  -0.030
C -1.29855 0.18925 -3.27063  0.337
C -1.04215 -3.95324 0.75861  -0.533
C 1.52182 0.01108 -4.45222  -1.153
C 4.25740 -1.24706 -0.42140  -0.843
C 1.46079 5.25508 1.33214  -0.654
C 2.98147 -0.70397 -0.29146  -0.741
C 5.23528 0.92826 -0.03322  -0.764
C 2.81644 0.64899 0.12344  1.232
C 1.72581 5.37115 2.69700  -0.551
C 1.26463 -0.29462 5.17510  -0.853
C -0.75229 -5.15282 0.10964  -0.812
H 1.01869 3.92246 -0.30912  0.247
H -6.46326 -2.26156 1.14172  0.425
H -0.91083 -3.88740 1.84273  0.317
H 6.11367 1.57551 0.01955  0.446
H -1.38500 -4.19978 -3.09992  0.492
H -4.20917 -2.54145 0.12791  0.356
H 1.87603 6.35436 3.14577  0.399
H 0.80102 -2.02800 -4.62021  0.371
H -5.12315 1.31801 3.14951  0.413
H 2.09707 -1.33173 -0.49718  0.686
H 2.45583 -0.46384 -4.79357  0.514
H 3.85132 2.53180 0.40676  0.468
H -0.04590 -0.85810 -5.63736  0.376
H -0.63201 -6.18638 -1.78928  0.423
H -2.19841 0.16119 -2.64316  1.034
H -1.11585 -1.92327 -3.38142  0.238
H 1.93068 4.31085 4.56610  0.459
H -6.92342 -0.35518 2.68353  0.415
H 0.60474 2.84932 -4.32205  0.617
H 2.32740 -0.24299 5.47317  0.278
H -0.25335 2.02757 -0.88994  0.718
H 1.31857 0.86007 -5.12594  0.223
H -2.23500 -2.16223 -1.87014  0.930
H -2.10890 -2.42716 2.86994  0.541
H 1.39092 6.14712 0.71210  0.450
H 0.86531 -1.28832 5.47774  0.271
H 1.74323 2.27702 -1.85644  1.185
H -0.86566 -2.51409 4.12838  0.539
H -0.19428 3.24577 -2.81702  0.228
H 1.56139 2.06163 3.54587  0.299
H 4.36847 -2.31751 -0.62923  0.458
H -1.63600 -0.95693 3.77011  0.407
H -0.97513 1.43905 -4.96469  0.297
H -2.19395 0.68351 -0.74236  1.055
H -2.88652 1.06517 2.09694  0.412
H -0.39666 -6.00987 0.69106  0.454
H -1.93215 2.14739 -3.66580  0.398
H 2.45504 -0.05780 -2.45739  0.555
H 0.68991 0.45259 5.75290  0.279
H 6.39459 -0.86957 -0.38176  0.425